1.
C5H8N | ωB97M-V/def2-TZVPD

Calculated values
relative energy (zero: lowest compared OMol25 entry of this formula, charge and spin) = 87.0 kcal/mol
frontier orbital gap = 8.88 eV
HOMO energy = -14.00 eV
structure (SMILES) = C#[N+]CCC=C
charge = +1

Cartesian coordinates (Å):
1 C 1.248 1.539 -1.033
2 N 0.357 0.835 -1.050
3 C -0.942 0.389 -1.018
4 C -1.092 -0.235 0.474
5 C -0.022 -1.159 0.694
6 C 1.195 -0.865 1.156
7 H 2.196 1.915 -0.981
8 H -1.631 1.428 -1.058
9 H -1.304 -0.179 -1.911
10 H -2.105 -0.705 0.671
11 H -1.172 0.598 1.084
12 H -0.117 -2.102 0.227
13 H 2.033 -1.487 1.043
14 H 1.356 0.027 1.703

These are the Mulliken partial charges, in e, on atoms 1 to 4: number 1, C, carries 0.02; number 2, N, carries 0.20; number 3, C, carries -0.47; number 4, C, carries -0.71


2.
C5H8N | ωB97M-V/def2-TZVPD

Calculated values
relative energy (zero: lowest compared OMol25 entry of this formula, charge and spin) = 94.3 kcal/mol
frontier orbital gap = 10.92 eV
HOMO energy = -14.72 eV
structure (SMILES) = C=C=C1C[N@H+]1C
charge = +1

Cartesian coordinates (Å):
1 C 2.196 -1.890 0.079
2 C 1.349 -0.922 -0.005
3 C 0.654 0.179 0.034
4 C 0.179 1.485 -0.111
5 N -0.754 0.627 0.555
6 C -1.907 0.203 -0.296
7 H 2.391 -2.632 -0.733
8 H 2.951 -2.091 0.827
9 H 0.686 2.172 0.548
10 H -0.227 1.759 -1.108
11 H -0.930 0.730 1.601
12 H -2.769 -0.022 0.422
13 H -2.238 1.018 -0.971
14 H -1.581 -0.615 -0.841

These are the Mulliken partial charges, in e, on atoms 1 to 4: number 1, C, carries -0.89; number 2, C, carries 0.28; number 3, C, carries 0.53; number 4, C, carries -0.48